[1]
Molecular formula: CF2O2
Method: DFT, the ωB97M-V functional and the def2-TZVPD basis

Output
Net charge = 0
Frontier orbital gap = 11.51 eV
HOMO energy = -12.21 eV

Each line ends with the Mulliken charge.
Atoms and positions in Å:
C1 -0.494 -0.011 -0.036  0.7099
O1 -1.499 0.781 0.091  -0.4583
F1 1.846 -0.081 0.093  -0.1025
O2 0.646 0.622 -0.160  -0.0170
F2 -0.500 -1.311 0.012  -0.1321

Force components x, y, z for each atom (eV/Å):
C -5.906 3.729 1.600
O 4.795 -4.669 -1.016
F -0.531 -0.708 -0.119
O 1.385 1.181 -0.319
F 0.257 0.468 -0.146


[2]
Molecular formula: C17H29INO4P2Re
Method: DFT, the ωB97M-V functional and the def2-TZVPD basis

Output
Expectation value of S² = 3.77
Net charge = +3
Frontier orbital gap (alpha / beta) = 6.32 / 5.15 eV
HOMO energy (alpha / beta) = -17.24 / -17.24 eV
Multiplicity = 4

Each line ends with the Mulliken charge.
Atoms and positions in Å:
C1 -2.908 -3.901 -1.234  -0.9012
H1 4.326 0.352 -0.840  0.4876
O1 0.354 0.414 1.703  -0.5516
H2 -0.061 4.851 2.025  0.4930
C2 -1.276 4.424 -0.679  -1.2646
H3 -1.100 4.368 -1.742  0.4295
C3 -0.706 -2.125 -0.672  0.6503
H4 -1.434 3.840 2.167  0.4184
H5 -3.805 0.955 -2.198  0.3632
C4 3.344 0.119 -0.406  -1.1921
C5 -1.609 -4.360 -0.957  0.5847
H6 1.634 2.345 -3.098  0.3786
H7 1.290 -1.961 1.177  0.1354
H8 -4.450 -0.137 -0.955  0.4820
H9 0.442 -3.999 -0.449  0.4377
P1 -0.140 3.285 0.158  0.9257
H10 -2.335 4.062 -0.601  0.3834
H11 3.468 3.246 -0.532  0.5892
C6 0.778 -0.562 2.576  0.8289
C7 -0.412 -6.476 -0.482  -0.7411
H12 1.470 4.340 -1.240  0.4767
C8 -2.277 -0.202 -1.145  0.5618
H13 -0.309 -6.184 0.561  0.3554
Re1 -0.020 0.869 -0.092  1.3220
H14 1.777 -2.287 2.907  0.1409
O2 -1.493 -5.746 -1.054  -0.3393
P2 1.992 1.324 -0.897  0.5570
H15 0.808 0.642 4.312  0.4162
H16 3.442 0.135 0.714  0.3441
C9 0.553 -0.367 3.973  -1.2247
H17 0.178 3.195 2.591  0.3204
H18 -3.727 -4.663 -1.462  0.4446
O3 -1.263 0.597 -1.554  -0.4648
H19 -1.258 5.410 -0.265  0.4445
C10 -0.359 3.811 1.899  -1.3571
H20 0.554 -6.325 -1.043  0.3051
O4 0.236 -1.316 -0.296  -0.5267
H21 -0.560 -7.601 -0.633  0.2625
H22 -3.632 1.351 -0.520  0.1786
H23 1.708 4.844 0.415  0.5461
C11 2.358 1.591 -2.682  -1.1838
C12 -2.030 -1.597 -1.005  0.6878
H24 2.803 2.650 0.995  0.3570
H25 -4.116 -2.139 -1.368  0.3469
C13 -0.526 -3.516 -0.627  -0.6298
C14 2.586 2.868 -0.076  -0.7864
C15 -3.610 0.468 -1.229  -1.0313
N1 1.299 -1.704 2.160  -0.0265
H26 2.209 0.598 -3.189  0.4279
I1 1.409 -1.736 5.380  0.2288
H27 3.428 1.875 -2.737  0.4616
H28 3.046 -0.873 -0.709  0.3021
C16 -3.127 -2.520 -1.141  -1.1540
H29 -0.478 -0.485 4.312  0.4492
C17 1.531 3.951 -0.216  -1.1496

Force components x, y, z for each atom (eV/Å):
C -1.749 1.472 0.049
H -0.461 0.295 -0.093
O 1.347 -1.805 4.124
H 0.357 0.028 -0.288
C -1.631 -2.043 -0.613
H 0.291 0.461 -0.386
C -0.979 -1.258 -0.244
H 0.465 -0.437 -0.134
H 0.346 -0.464 0.067
C -0.844 0.207 1.254
C 1.146 -3.262 -0.160
H 1.004 -0.685 0.157
H 0.077 0.175 -0.119
H -0.283 -0.454 0.082
H -0.319 0.521 0.064
P 0.150 2.339 1.252
H 0.822 0.210 0.256
H 1.134 -0.166 -0.465
C -0.234 -0.739 -3.135
C 1.655 -1.189 -0.894
H 0.192 -0.173 0.033
C -0.214 -1.804 -1.953
H 0.079 -0.329 0.083
Re -2.736 -3.440 -1.251
H -0.917 0.584 -1.070
O -0.845 2.840 0.072
P 5.811 0.886 -1.236
H 0.147 -0.079 -0.289
H -0.084 -0.004 -1.012
C -0.143 1.004 2.717
H 0.267 -0.329 0.408
H 1.270 1.322 0.350
O -0.097 0.595 1.031
H 0.423 0.613 0.190
C -1.241 0.009 -0.018
H -0.867 0.354 0.527
O 0.790 2.068 0.185
H -0.504 1.782 0.471
H 0.226 -0.889 -0.479
H -0.007 -0.549 -0.179
C -1.348 -0.585 -0.198
C -0.569 1.354 0.861
H -0.129 0.041 -0.680
H 0.103 -0.068 0.156
C -0.112 0.093 -0.471
C -1.095 -0.043 1.040
C 0.142 1.429 0.669
N 0.268 1.096 1.264
H 0.116 1.010 0.261
I 0.327 -0.012 -0.181
H -0.690 0.062 -0.019
H -0.006 -0.354 -0.147
C 0.087 -2.176 -0.784
H -0.344 0.080 -0.875
C -0.595 0.409 -0.248


[3]
Molecular formula: C2H10N3
Method: DFT, the ωB97M-V functional and the def2-TZVPD basis

Output
Net charge = +1
Frontier orbital gap = 11.30 eV
HOMO energy = -14.43 eV

Each line ends with the Mulliken charge.
Atoms and positions in Å:
H1 -0.071 -0.685 2.808  0.2399
N1 0.776 0.536 -0.031  -0.2896
H2 1.515 1.197 0.037  0.3894
N2 -0.436 -0.999 -1.294  -0.4848
H3 -1.213 -1.001 -1.903  0.2664
C1 -0.289 0.519 1.070  -0.3406
N3 -0.260 -0.619 1.845  -0.5295
H4 0.270 1.416 1.736  0.3578
H5 -1.193 1.036 0.709  0.3439
H6 -1.134 -1.205 1.713  0.2319
H7 1.318 -0.414 0.137  0.3759
H8 1.036 0.598 -2.165  0.3457
H9 0.116 -1.844 -1.593  0.2140
C2 0.209 0.330 -1.461  -0.4756
H10 -0.645 1.137 -1.607  0.3552

Force components x, y, z for each atom (eV/Å):
H 0.682 1.058 1.094
N 0.469 -4.535 -1.472
H 0.305 1.427 0.173
N 1.799 0.320 -1.099
H -1.250 -0.173 -0.598
C 3.215 5.391 3.184
N -3.238 -3.002 -1.879
H -1.905 -2.048 -1.258
H 0.148 -1.035 -0.107
H 1.663 0.749 -0.112
H -1.336 2.070 -0.174
H -0.665 -0.918 0.325
H -0.246 1.411 0.441
C -1.459 0.982 1.175
H 1.819 -1.698 0.308


[4]
Molecular formula: C3H7NO2
Method: DFT, the ωB97M-V functional and the def2-TZVPD basis

Output
Net charge = 0
Frontier orbital gap = 10.03 eV
HOMO energy = -9.12 eV

Each line ends with the Mulliken charge.
Atoms and positions in Å:
H1 2.422 -1.023 -0.959  0.2413
C1 2.439 -0.501 0.086  -0.5908
H2 3.427 -0.070 0.283  0.2298
H3 -1.947 0.996 -0.739  0.2650
C2 0.318 0.338 -0.092  0.1548
H4 -2.371 0.930 0.960  0.3029
N1 -0.218 -0.844 -0.160  -0.3351
H5 -0.255 1.250 0.061  0.3900
H6 -3.422 0.176 -0.158  0.2824
O1 -1.608 -0.921 -0.013  -0.2320
C3 -2.347 0.311 0.012  -0.6729
H7 1.963 -1.280 0.820  0.2959
O2 1.599 0.637 -0.100  -0.3313

Force components x, y, z for each atom (eV/Å):
H 0.469 0.521 1.906
C -0.608 -1.958 -1.879
H -0.279 -0.624 0.302
H -0.350 -0.136 -0.284
C -2.603 -0.429 0.333
H 0.750 -1.040 -0.401
N 1.139 1.672 0.248
H 0.018 -0.186 -0.127
H 0.464 -0.823 -0.354
O -0.683 0.777 0.203
C -0.020 1.149 0.488
H 1.204 1.748 -1.026
O 0.499 -0.670 0.592


[5]
Molecular formula: C4H9NO2
Method: DFT, the ωB97M-V functional and the def2-TZVPD basis

Output
Net charge = 0
Frontier orbital gap (alpha / beta) = 8.08 / 9.18 eV
HOMO energy (alpha / beta) = -7.81 / -8.82 eV

Each line ends with the Mulliken charge.
Atoms and positions in Å:
C1 1.064 0.031 -0.176  0.0724
H1 -1.293 -0.473 -1.864  0.3294
H2 -0.196 2.509 -0.169  0.3552
H3 -0.616 -0.023 1.074  0.1609
O1 1.895 1.163 -0.233  -0.5482
C2 -0.907 1.714 0.004  -0.9957
N1 1.230 -0.694 1.026  -0.4410
H4 -1.005 -1.683 -0.596  0.3395
H5 1.429 -2.468 1.597  0.3658
O2 1.343 -2.056 0.727  -0.3391
C3 -0.554 0.354 -0.012  0.4621
C4 -1.377 -0.678 -0.796  -1.3053
H6 2.055 1.443 0.677  0.3563
H7 -1.886 2.046 0.328  0.3145
H8 -2.428 -0.635 -0.509  0.3786
H9 1.245 -0.552 -1.079  0.4945

Force components x, y, z for each atom (eV/Å):
C -2.124 0.724 -0.752
H -0.097 -0.088 -0.060
H 0.139 -0.137 -0.109
H -0.477 0.468 -0.759
O -0.150 -0.270 0.299
C -0.599 2.197 -0.308
N 1.271 -1.503 0.626
H -0.007 0.026 -0.016
H -0.014 0.049 -0.035
O -0.097 1.000 0.070
C 2.011 -2.693 1.171
C 0.203 0.403 -0.169
H 0.007 0.062 -0.033
H -0.067 -0.213 0.024
H -0.001 0.037 -0.023
H 0.001 -0.061 0.073


[6]
Molecular formula: C12H10N6O7PtS3
Method: DFT, the ωB97M-V functional and the def2-TZVPD basis

Output
Net charge = 0
Frontier orbital gap = 7.60 eV
HOMO energy = -9.12 eV

Each line ends with the Mulliken charge.
Atoms and positions in Å:
H1 -5.167 1.786 -0.663  0.5337
H2 -5.009 -0.084 1.070  0.1789
C1 0.959 -3.110 2.497  0.7072
C2 0.792 2.541 1.053  -0.9432
O1 -0.652 -0.438 -2.096  -0.7885
C3 1.010 1.178 0.998  0.6336
H3 0.495 3.000 1.985  0.4593
H4 0.939 -5.053 3.131  0.1957
O2 3.381 -1.521 0.253  -0.7116
N1 -4.306 0.137 0.386  0.1487
S1 1.267 -3.632 0.844  -0.4405
N2 -3.190 -0.592 0.352  -0.7067
C4 -1.153 -0.652 -0.998  0.7661
O3 4.352 -0.260 -1.615  -0.5583
N3 1.373 0.587 -0.165  -0.4004
Pt1 1.393 -1.498 0.046  2.9130
H5 0.574 0.683 3.134  0.4264
S2 3.960 -1.579 -1.202  1.0093
O4 -0.634 -1.380 -0.063  -0.9016
H6 0.765 4.357 -0.091  0.4407
O5 -1.746 1.739 -3.065  -0.5546
S3 2.136 -2.052 -2.086  -0.3116
H7 1.849 0.742 -2.150  0.4452
C5 0.838 0.296 2.157  -0.4379
C6 0.948 3.291 -0.107  -0.2764
C7 -3.186 0.985 -1.280  0.8663
H8 1.464 3.222 -2.198  0.4168
N4 0.989 -0.960 1.968  0.3557
N5 0.820 -4.092 3.395  -0.3708
C8 1.336 2.669 -1.279  -0.8100
O6 -3.566 2.900 -2.576  -0.6134
N6 0.841 -1.876 2.943  -1.6017
O7 4.915 -2.633 -1.311  -0.5804
H9 -1.283 0.916 -2.762  0.4507
C9 -4.349 1.095 -0.554  -1.0129
C10 -2.497 -0.096 -0.661  0.4589
C11 -2.863 1.941 -2.377  0.4322
H10 0.658 -3.855 4.358  0.2434
C12 1.548 1.298 -1.272  -0.0610

Force components x, y, z for each atom (eV/Å):
H 0.001 -0.003 0.001
H 0.007 0.007 0.004
C 0.001 -0.023 -0.032
C 0.007 -0.007 0.009
O 0.225 0.290 0.066
C 0.007 0.026 -0.035
H 0.000 0.001 -0.002
H -0.003 -0.001 0.000
O 0.003 -0.014 0.042
N 0.013 -0.031 0.002
S -0.026 -0.009 0.055
N 0.010 0.031 -0.004
C -0.485 -0.600 -0.015
O -0.022 -0.016 0.008
N 0.075 -0.002 0.016
Pt -0.109 0.125 -0.057
H 0.013 -0.005 0.005
S 0.009 0.050 0.007
O 0.204 0.163 -0.088
H -0.001 -0.003 0.005
O 0.044 0.013 -0.037
S -0.059 -0.020 -0.002
H -0.015 0.001 0.004
C 0.002 0.003 0.032
C 0.012 0.016 -0.015
C -0.025 -0.050 -0.026
H 0.003 -0.002 0.002
N 0.068 -0.005 -0.025
N 0.003 0.000 0.000
C 0.015 -0.004 0.018
O -0.085 -0.104 -0.111
N -0.008 0.012 0.010
O -0.009 -0.009 0.004
H -0.121 -0.116 -0.127
C -0.014 -0.010 -0.053
C 0.058 0.047 0.046
C 0.170 0.246 0.269
H 0.003 0.001 0.000
C 0.030 0.001 0.022


Look up the net charge of the third one.
+1


Please write out number 6 again, unchanged.
Molecular formula: C12H10N6O7PtS3
Method: DFT, the ωB97M-V functional and the def2-TZVPD basis

Output
Net charge = 0
Frontier orbital gap = 7.60 eV
HOMO energy = -9.12 eV

Each line ends with the Mulliken charge.
Atoms and positions in Å:
H1 -5.167 1.786 -0.663  0.5337
H2 -5.009 -0.084 1.070  0.1789
C1 0.959 -3.110 2.497  0.7072
C2 0.792 2.541 1.053  -0.9432
O1 -0.652 -0.438 -2.096  -0.7885
C3 1.010 1.178 0.998  0.6336
H3 0.495 3.000 1.985  0.4593
H4 0.939 -5.053 3.131  0.1957
O2 3.381 -1.521 0.253  -0.7116
N1 -4.306 0.137 0.386  0.1487
S1 1.267 -3.632 0.844  -0.4405
N2 -3.190 -0.592 0.352  -0.7067
C4 -1.153 -0.652 -0.998  0.7661
O3 4.352 -0.260 -1.615  -0.5583
N3 1.373 0.587 -0.165  -0.4004
Pt1 1.393 -1.498 0.046  2.9130
H5 0.574 0.683 3.134  0.4264
S2 3.960 -1.579 -1.202  1.0093
O4 -0.634 -1.380 -0.063  -0.9016
H6 0.765 4.357 -0.091  0.4407
O5 -1.746 1.739 -3.065  -0.5546
S3 2.136 -2.052 -2.086  -0.3116
H7 1.849 0.742 -2.150  0.4452
C5 0.838 0.296 2.157  -0.4379
C6 0.948 3.291 -0.107  -0.2764
C7 -3.186 0.985 -1.280  0.8663
H8 1.464 3.222 -2.198  0.4168
N4 0.989 -0.960 1.968  0.3557
N5 0.820 -4.092 3.395  -0.3708
C8 1.336 2.669 -1.279  -0.8100
O6 -3.566 2.900 -2.576  -0.6134
N6 0.841 -1.876 2.943  -1.6017
O7 4.915 -2.633 -1.311  -0.5804
H9 -1.283 0.916 -2.762  0.4507
C9 -4.349 1.095 -0.554  -1.0129
C10 -2.497 -0.096 -0.661  0.4589
C11 -2.863 1.941 -2.377  0.4322
H10 0.658 -3.855 4.358  0.2434
C12 1.548 1.298 -1.272  -0.0610

Force components x, y, z for each atom (eV/Å):
H 0.001 -0.003 0.001
H 0.007 0.007 0.004
C 0.001 -0.023 -0.032
C 0.007 -0.007 0.009
O 0.225 0.290 0.066
C 0.007 0.026 -0.035
H 0.000 0.001 -0.002
H -0.003 -0.001 0.000
O 0.003 -0.014 0.042
N 0.013 -0.031 0.002
S -0.026 -0.009 0.055
N 0.010 0.031 -0.004
C -0.485 -0.600 -0.015
O -0.022 -0.016 0.008
N 0.075 -0.002 0.016
Pt -0.109 0.125 -0.057
H 0.013 -0.005 0.005
S 0.009 0.050 0.007
O 0.204 0.163 -0.088
H -0.001 -0.003 0.005
O 0.044 0.013 -0.037
S -0.059 -0.020 -0.002
H -0.015 0.001 0.004
C 0.002 0.003 0.032
C 0.012 0.016 -0.015
C -0.025 -0.050 -0.026
H 0.003 -0.002 0.002
N 0.068 -0.005 -0.025
N 0.003 0.000 0.000
C 0.015 -0.004 0.018
O -0.085 -0.104 -0.111
N -0.008 0.012 0.010
O -0.009 -0.009 0.004
H -0.121 -0.116 -0.127
C -0.014 -0.010 -0.053
C 0.058 0.047 0.046
C 0.170 0.246 0.269
H 0.003 0.001 0.000
C 0.030 0.001 0.022


Which value of net charge does entry 2 give?
+3